Entry from the Open Molecules 2025 dataset: a 13-piece molecular cluster, C26H72F6NO16S2 overall (wB97M-V/def2-TZVPD).

- LUMO level (eV) = 2.1
- highest occupied orbital energy (eV) = -6.16
- energy above the lowest of the compared OMol25 structures with the same formula, charge and spin (kJ/mol) = 70.2
- total charge = -1

Structure (XYZ):
```
123
Properties=species:S:1:pos:R:3:forces:R:3:lowdin_charge:R:1
C -0.63029 1.90264 0.35716 -0.8031 -0.7589 -0.5605 -0.652
F -1.40217 1.41430 1.33113 0.7694 -0.2935 0.4668 0.127
F -1.36391 2.88590 -0.16130 0.3461 0.4135 -0.5799 0.121
F 0.51552 2.39160 0.80113 -0.1489 -0.0198 0.2520 0.141
S -0.34012 0.61031 -0.98854 -0.7965 -0.7916 0.5279 0.675
O -1.62090 0.04144 -1.29049 0.0185 -0.1016 0.7012 -0.271
O 0.23867 1.39311 -2.04144 0.2863 -0.0472 0.3499 -0.292
N 0.62944 -0.59572 -0.19871 -2.4487 3.3309 -0.5697 -0.296
S 1.92079 -0.56452 -1.05218 2.5990 -0.9180 -2.4666 0.553
O 1.67626 -1.22867 -2.32134 0.6550 0.0462 0.6632 -0.293
O 2.60284 0.70280 -1.10540 0.4388 -0.3737 0.5111 -0.300
C 3.09391 -1.68522 -0.08924 -0.7990 0.9484 -0.3801 -0.663
F 2.58038 -2.87133 0.16106 0.1234 -0.0754 0.1670 0.165
F 4.20101 -1.82807 -0.81734 0.1759 -0.1463 -0.3146 0.123
F 3.44351 -1.06113 1.03578 -0.0609 -0.2541 0.4102 0.129
C 1.94532 3.84768 3.50318 1.2770 -0.0587 -1.2198 -0.098
C 0.91941 4.94448 3.32059 0.1319 -0.6255 0.2156 -0.310
O 1.18503 5.76102 2.17662 0.1842 0.2447 0.7328 -0.076
H 2.02269 3.23198 2.60256 -0.8160 -0.5330 0.3147 0.059
H 1.82732 3.28748 4.42693 -0.1841 -0.2060 -0.1688 0.069
H 2.98734 4.19368 3.44313 -0.1988 0.7210 0.7072 0.076
H 0.92118 5.51317 4.25776 -0.3578 0.3261 -0.2522 0.109
H -0.06592 4.49791 3.16446 0.0075 0.0907 0.1364 0.104
H 1.65963 6.50922 2.55461 0.0433 0.1175 -0.5202 0.080
C -3.96617 -2.69331 -4.07224 -0.5198 0.6689 0.5928 -0.095
C -3.60574 -1.19905 -4.14381 0.0149 -1.3563 -0.9074 -0.318
O -3.42898 -0.86878 -5.51530 0.2203 0.6782 0.1802 -0.112
H -4.10138 -2.89155 -3.00391 -0.0287 -0.4073 -0.1091 0.061
H -3.24846 -3.39588 -4.49039 0.3702 0.3332 0.0428 0.068
H -4.91292 -2.87685 -4.58423 -0.0574 0.0725 0.0411 0.064
H -2.68203 -1.04815 -3.57552 -0.1729 0.3192 0.1123 0.096
H -4.44997 -0.61761 -3.75558 0.2305 0.0045 0.3700 0.113
H -3.28124 0.10176 -5.52900 -0.0783 -0.5404 -0.3661 0.028
C 0.92441 0.44356 3.57254 0.8480 -0.2523 0.7367 -0.083
C -0.20188 -0.56084 3.46413 -0.8276 0.0133 -1.5314 -0.309
O -0.10449 -1.37777 2.30419 0.2467 0.0540 0.3454 -0.099
H 0.91069 0.99324 4.51800 -0.3041 0.1167 -0.0426 0.065
H 0.95447 1.15786 2.75522 -0.4024 0.0188 -0.0462 0.037
H 1.91794 -0.01616 3.55426 -0.1405 -0.3794 -0.0444 0.077
H -1.15580 -0.02065 3.39099 -0.0166 0.3117 0.1688 0.087
H -0.38011 -1.25778 4.28209 0.6948 0.0842 0.3143 0.111
H 0.21704 -0.91108 1.50518 -0.1963 -0.0747 0.8472 0.011
C 7.56646 -2.61072 1.70049 1.5220 -0.6274 0.5862 -0.093
C 6.27741 -3.25536 1.24855 -0.2957 1.1321 0.1377 -0.326
O 6.28211 -4.65995 1.47424 -0.0791 0.1380 -0.4639 -0.075
H 7.77402 -1.57635 1.42906 -0.5874 0.0659 -0.1593 0.074
H 8.42085 -3.17989 1.30766 -0.1517 0.0231 -0.4152 0.069
H 7.76756 -2.71384 2.77144 -0.5641 0.1463 0.1077 0.073
H 6.08749 -2.95040 0.21608 0.0903 -0.5675 -0.2114 0.101
H 5.42491 -2.82819 1.77911 0.0296 -0.2556 0.2755 0.103
H 6.83608 -5.03653 0.78191 0.0109 -0.1291 0.1409 0.079
C -3.81457 3.76360 1.91173 1.6339 0.8819 0.1892 -0.073
C -4.20706 4.83508 2.94050 -1.4755 -0.5452 -0.6028 -0.289
O -5.53058 4.54855 3.42872 0.2028 0.2344 0.7251 -0.102
H -4.16817 2.74230 2.02805 -0.5715 0.2353 0.4436 0.075
H -2.72946 3.66423 2.03000 0.0393 -0.0119 -0.5283 0.049
H -4.01719 4.12457 0.90350 -0.0394 -0.2015 -0.0605 0.066
H -4.25544 5.83504 2.49780 0.3615 -0.0927 -0.2835 0.103
H -3.51878 4.92907 3.77822 -0.2158 -0.4517 0.2057 0.103
H -6.14683 4.67164 2.70295 0.0522 -0.0139 -0.0908 0.074
C -4.78613 -1.23963 2.06483 1.3522 1.1904 0.2418 -0.080
C -3.52415 -1.39750 1.22396 0.2324 -0.4321 -1.2073 -0.330
O -2.93151 -2.68263 1.37011 -0.3945 0.1498 0.4820 -0.073
H -4.38220 -1.10484 3.07252 -0.4615 -0.4083 0.2427 0.071
H -5.49359 -2.06238 2.03110 -0.0907 0.0699 -0.2073 0.067
H -5.19777 -0.25426 1.82438 -0.5598 -0.2825 -0.1113 0.066
H -2.79591 -0.62454 1.47374 0.1023 -0.2986 0.4076 0.085
H -3.62826 -1.26519 0.13477 -0.6695 0.2762 0.1858 0.103
H -3.59062 -3.26592 0.97912 0.2924 -0.2986 0.0426 0.076
C -0.66666 -5.13646 -1.41442 -0.9904 -0.5745 -0.9863 -0.089
C -0.75556 -3.64271 -1.43759 1.3274 1.1983 0.6812 -0.312
O -0.41164 -3.14608 -0.13902 0.0080 -0.3414 -0.4632 -0.114
H -1.00376 -5.56649 -2.36793 -0.2142 0.2855 -0.0856 0.065
H -1.36497 -5.53506 -0.67575 0.5598 -0.2272 0.3521 0.076
H 0.36422 -5.48711 -1.37823 -0.0197 0.0745 0.8514 0.065
H -1.71539 -3.19251 -1.70800 -0.1820 -0.4938 -0.3492 0.100
H 0.02964 -3.28864 -2.11619 -0.3603 0.1732 -0.4114 0.100
H -0.17916 -2.20056 -0.23020 -0.3057 -0.7560 0.1487 0.004
C 4.03539 -7.38763 -0.47067 -0.7030 -1.0802 -0.1957 -0.082
C 3.21194 -7.18475 0.79841 1.0490 2.6777 0.6916 -0.248
O 2.73661 -5.79927 0.75837 0.2357 -0.6535 -0.4250 -0.129
H 4.94705 -6.79130 -0.41987 -0.1818 0.2826 0.0968 0.065
H 3.44380 -7.10135 -1.34078 0.1119 0.0098 -0.0753 0.079
H 4.38984 -8.41150 -0.61820 -0.2058 -0.0774 0.0951 0.071
H 3.94605 -7.15612 1.61354 -0.2864 -0.7114 0.2706 0.103
H 2.30795 -7.69430 1.11902 0.2764 -0.8591 -0.7193 0.119
H 3.46169 -5.29985 0.36573 -0.1697 0.3246 0.1452 0.066
C -2.41465 5.35249 -2.14681 1.4303 -0.6012 0.2068 -0.107
C -3.83869 5.57394 -2.55952 0.9613 1.3292 -0.1480 -0.311
O -4.51483 6.43001 -1.63984 -0.6796 -0.4073 0.1091 -0.087
H -1.83063 4.77353 -2.87096 -0.4152 -0.2949 -0.0863 0.063
H -2.24513 4.86649 -1.18509 -0.3234 0.0745 0.0525 0.060
H -1.83221 6.28054 -2.15581 -0.4035 0.2864 0.2646 0.076
H -4.42588 4.67166 -2.69481 -0.0494 -0.0021 0.0840 0.115
H -3.69569 6.11466 -3.50453 -0.7741 -0.2733 -0.3052 0.107
H -3.92792 7.11764 -1.31746 0.2518 -0.0889 -0.1542 0.074
C 1.53913 5.06874 -2.98989 0.5010 -0.7245 0.1698 -0.078
C 1.32820 5.37648 -1.52044 -0.8990 1.3788 0.0470 -0.295
O 2.04831 6.57018 -1.16044 0.5673 -0.3526 0.3286 -0.098
H 2.55479 5.31276 -3.30867 0.1110 -0.0412 0.3177 0.073
H 0.90108 5.60978 -3.68807 -0.3494 -0.1189 0.2422 0.068
H 1.44365 3.98228 -3.07426 -0.2708 0.1031 -0.5108 0.062
H 1.54024 4.54532 -0.84541 0.3591 -0.0148 -0.2509 0.110
H 0.28818 5.66605 -1.31139 -0.0508 -0.5550 -0.2640 0.090
H 2.54530 6.34257 -0.36911 -0.0065 0.2340 0.0080 0.064
C 1.98105 -5.42060 4.14323 1.3203 -0.0437 -1.3675 -0.083
C 2.05121 -4.15422 3.24003 -1.7613 -0.6839 1.5316 -0.324
O 1.02518 -4.18334 2.28499 0.2009 -0.2834 -0.3114 -0.094
H 1.00655 -5.60612 4.58310 -0.0894 0.2004 -0.0693 0.068
H 2.77206 -5.40175 4.89861 -0.1481 0.0531 0.1643 0.062
H 2.25064 -6.21602 3.43968 -0.2674 -0.4523 0.3806 0.045
H 3.04484 -4.05057 2.80065 0.0729 0.2598 0.1806 0.096
H 1.73452 -3.37008 3.93596 0.6987 0.6626 -0.4657 0.104
H 1.28227 -4.79509 1.57416 -0.0713 0.3125 0.2249 0.047
C -0.80217 2.16667 -5.05203 1.2367 0.0288 -0.0090 -0.075
C -2.21495 2.46471 -4.67886 -1.3293 0.7667 -1.0169 -0.271
O -3.16359 1.86800 -5.60737 -0.0328 -0.4435 0.5437 -0.108
H -0.41465 1.16613 -4.85737 -0.5536 -0.1562 0.2144 0.084
H -0.11193 2.82469 -4.51722 -0.1344 0.0719 0.0565 0.058
H -0.62726 2.34008 -6.11792 -0.2137 0.1592 -0.0155 0.079
H -2.45822 3.52717 -4.79895 0.6229 0.1986 0.3778 0.100
H -2.54580 2.21143 -3.67308 0.3018 -0.4618 -0.0369 0.118
H -3.12112 2.33454 -6.44465 0.1488 0.0004 -0.0149 0.090
```
Forces are in eV/Å.